1.
Density functional theory data (ωB97M-V/def2-TZVPD) for a molecular structure, C28H39Cl2IrN4O4 in a non-equilibrium geometry.

The value obtained for the total energy is -2634.66942 Eh. The spin multiplicity is 5. As for the total charge: 0. Its expectation value of S² is 6.022. For the orbital gap (spin up / spin down), the calculation gives 3.317 / 6.586 eV.

The geometry in XYZ format:
```
78
C28H39Cl2IrN4O4 ωB97M-V/def2-TZVPD
O 0.13684 1.67222 -2.51609
C -0.60900 1.54392 -3.62331
C 0.07559 2.30225 -4.65801
C 0.85095 3.42272 -4.24949
H 0.81810 3.77969 -3.21579
C 1.69686 4.10727 -5.14454
H 2.26410 4.95906 -4.75521
C 1.81700 3.74013 -6.49225
H 2.46487 4.30110 -7.18946
C 1.12320 2.57854 -6.87475
H 1.27646 2.25071 -7.90091
C 0.28570 1.87291 -6.00560
H -0.22599 0.98446 -6.32980
H -1.13278 0.59785 -4.06681
C -2.87149 2.03976 -3.02973
C -2.08917 0.73337 -3.25566
H -3.80849 1.84086 -2.45575
H -3.13951 2.38518 -4.09852
H -2.34660 2.85991 -2.43167
C -2.35244 -0.62256 -3.08451
C -3.79644 -0.96957 -2.80028
H -1.55987 -1.38538 -2.97784
H -4.42046 -0.79546 -3.69248
H -4.24385 -0.39527 -1.96644
H -3.90267 -2.02940 -2.57870
Ir 0.17691 0.72602 -0.89662
Cl -0.74183 2.89589 -0.27681
Cl 2.21739 0.00942 -1.96872
C -2.37487 0.71413 1.05850
O -1.41539 0.08270 0.54164
N -2.85449 0.36956 2.25511
C -2.29470 -0.75217 2.99671
C -4.00735 1.01987 2.86405
H -2.84145 1.60083 0.58430
H -1.43026 -1.18072 2.47977
H -3.07344 -1.51688 3.13829
H -1.99825 -0.39485 3.99416
H -4.27942 1.90732 2.28411
H -3.77627 1.31121 3.89767
H -4.86484 0.33262 2.91124
H -0.58726 -4.82989 0.65883
H 1.56450 -5.27723 -0.02128
C -0.81320 -3.98884 -0.00809
C 1.38899 -4.65154 -0.91018
N 0.46308 -3.58507 -0.56293
H -1.31476 -3.18612 0.54660
C 0.68226 -2.34099 -0.98350
O -0.15538 -1.42687 -0.74835
H 2.33711 -4.21604 -1.24577
H 1.62836 -2.20589 -1.53245
H -1.48386 -4.34934 -0.80734
H 0.97599 -5.28180 -1.70888
C 2.06147 0.21508 5.21358
N 1.43470 0.77126 4.03709
N 1.66144 0.22318 2.82425
C 1.13297 1.01280 1.85873
O 1.29658 0.65166 0.63570
C 0.50252 2.07560 2.53106
C 0.77257 1.92709 3.87813
C 0.43468 2.81609 5.01104
C 2.38294 -0.99059 2.61027
C 1.93622 -2.18106 3.18168
C 2.73429 -3.32334 3.05214
C 3.93901 -3.27033 2.33848
C 4.30121 -2.09596 1.66373
C 3.48270 -0.97337 1.74650
H 3.14751 0.08405 5.07710
H 1.63295 -0.75837 5.46977
H 1.88414 0.92084 6.02812
H -0.05289 2.84825 2.02404
H 1.33700 3.26353 5.45752
H -0.20835 3.61833 4.61754
H -0.11603 2.29671 5.80781
H 0.99057 -2.17219 3.73785
H 2.39731 -4.25510 3.51144
H 4.56816 -4.16499 2.26854
H 5.21201 -2.04831 1.06663
H 3.69588 -0.05045 1.20482
```

2.
Density functional theory data (ωB97M-V/def2-TZVPD) for a molecular structure, C28H39ClN5O4SZr.

The value obtained for the total energy is -2570.55923 Eh. The spin multiplicity is 1. As for the total charge: +1. The calculation puts the energy above the lowest of the compared OMol25 structures with the same formula, charge and spin at 10.3 kcal/mol. For the orbital gap, the calculation gives 7.978 eV.

The geometry in XYZ format:
```
79
C28H39ClN5O4SZr ωB97M-V/def2-TZVPD
Zr -0.36042 0.27465 1.25423
C -1.17138 0.94095 5.30831
C -0.76866 1.67435 4.06177
C -1.73181 2.16881 3.18084
C -1.38231 2.88820 2.04161
C -0.03872 3.13947 1.77282
C 0.93480 2.64773 2.63619
C 0.57287 1.91813 3.76575
H -1.22838 1.63963 6.14496
H -0.44916 0.16765 5.56833
H -2.15316 0.47780 5.19516
H -2.77897 1.99591 3.38781
H -2.15750 3.23182 1.37060
H 0.25515 3.70691 0.89980
H 1.98017 2.81029 2.41144
H 1.34395 1.52347 4.41495
Cl 4.09618 -5.96960 1.30145
C 2.89577 -4.72390 1.27604
C 1.60379 -5.02416 0.81444
C 0.62602 -4.06292 0.77598
C 0.89847 -2.74160 1.19267
O -0.04596 -1.83946 1.13241
C 2.20087 -2.45416 1.66373
C 2.52910 -1.14954 2.14289
O 1.77290 -0.17596 2.14380
C 3.18802 -3.46023 1.70018
H 1.38938 -6.03232 0.48416
H -0.36702 -4.28875 0.40977
H 3.54552 -1.00279 2.53522
H 4.18029 -3.22030 2.06262
O -1.22071 0.27671 -0.25926
C -6.00074 -0.06598 1.75598
N -4.79326 -0.72111 2.25541
C -4.84802 -1.79804 3.05393
C -3.71647 -2.36512 3.53608
C -2.48418 -1.79712 3.11843
N -2.41033 -0.69849 2.35748
C -3.57086 -0.08778 1.94627
O -3.59519 0.96733 1.35679
N -1.34615 -2.36980 3.56483
H -6.85729 -0.68182 2.01632
H -5.93402 0.04452 0.67667
H -6.10294 0.92374 2.19627
H -5.83475 -2.17723 3.28348
H -3.75125 -3.23341 4.17338
H -1.43171 -3.26078 4.02179
H -0.52505 -2.23759 2.99385
C 2.32967 -0.86919 -5.08308
C 2.56827 -2.00776 -4.09647
C 2.30234 -1.65177 -2.63517
C 0.87141 -1.22197 -2.32440
N 0.58483 0.17441 -2.65792
C 0.82913 1.20542 -1.87334
S 1.73544 1.08859 -0.39803
N 0.40940 2.41726 -2.22438
C -0.36250 2.74261 -3.41627
C 0.44483 2.80794 -4.71371
C 1.36949 4.01787 -4.84907
C 2.58029 4.02055 -3.91983
H 2.67182 -1.13847 -6.08233
H 2.86343 0.03443 -4.77856
H 1.26946 -0.62091 -5.17246
H 3.60449 -2.34139 -4.18464
H 1.94916 -2.86621 -4.37546
H 2.97841 -0.85791 -2.30703
H 2.52539 -2.52248 -2.01019
H 0.64001 -1.35440 -1.27221
H 0.15524 -1.82794 -2.88388
H 0.05743 0.34571 -3.49848
H 0.70725 3.15874 -1.61404
H -0.83553 3.70682 -3.22859
H -1.17860 2.01904 -3.49560
H -0.27751 2.82032 -5.53396
H 1.03286 1.89189 -4.83360
H 0.78643 4.93290 -4.70559
H 1.72411 4.04842 -5.88161
H 2.31273 4.19038 -2.87675
H 3.27771 4.80934 -4.20184
H 3.11626 3.06969 -3.96915
```